No. 1
15
Properties=species:S:1:pos:R:3:forces:R:3 method="wB97M-V/def2-TZVPD" homo_lumo_gap_ha=0.3414 relative_energy_kcal_mol=52.27
C 0.97509 1.43229 -0.08805 0.172 -0.581 0.265
C 0.18303 0.10549 0.12277 0.102 1.241 -0.094
N 0.66766 -1.05100 -0.11571 -0.266 0.630 0.381
N 1.99289 -1.06241 -0.44388 1.098 -0.400 -0.642
C -1.27111 0.25174 0.48039 0.681 -1.092 -0.540
C -2.11628 -0.94714 0.61654 -0.811 -0.359 -0.265
S -2.38851 -0.01330 -0.92576 -0.574 0.236 -0.126
H 1.99393 1.32789 0.37931 -0.898 0.142 -0.529
H 0.47959 2.30272 0.39742 0.190 -0.703 -0.465
H 1.09268 1.63682 -1.19018 -0.068 -0.125 1.035
H 2.28725 -1.89841 -0.93700 -0.548 -0.173 0.384
H 2.31828 -0.28914 -1.00987 -0.176 0.334 0.106
H -1.56366 1.09604 1.05155 0.065 0.666 0.515
H -2.97237 -0.99723 1.31848 0.773 0.276 -0.469
H -1.67847 -1.89436 0.34400 0.262 -0.092 0.443


No. 2
15
Properties=species:S:1:pos:R:3:forces:R:3 method="wB97M-V/def2-TZVPD" s_squared=2.03 spin_multiplicity=3 homo_lumo_gap_ha="0.2781 / 0.2571" relative_energy_kcal_mol=57.91
C -1.08311 1.55162 0.46340 -0.368 -0.258 0.502
C 0.27538 1.50861 0.36719 -1.574 -1.030 -2.414
C 1.00103 1.09142 -0.85309 2.650 -0.596 0.882
C 0.15972 -2.26569 0.24182 0.670 -2.447 1.842
N -2.09037 0.90487 -0.16346 0.882 1.677 0.602
N -0.44464 -1.05466 0.08564 -0.228 2.305 0.603
S -1.89187 -0.67740 -0.37980 -1.535 -2.935 -1.880
H -1.52436 1.99604 1.32470 0.007 1.275 0.704
H 0.84553 1.77241 1.16949 1.261 1.082 2.169
H 0.45641 1.25500 -1.72547 -1.180 -0.143 -1.478
H 1.34050 0.02550 -0.76188 -0.316 1.066 -0.322
H 1.94211 1.66629 -1.00065 -0.522 -0.091 0.325
H 1.01894 -2.31708 -0.52152 -1.152 -0.729 1.190
H 0.51352 -2.30538 1.31074 1.021 0.471 -0.913
H -0.51878 -3.15153 0.44288 0.384 0.354 -1.810


No. 3
15
Properties=species:S:1:pos:R:3:forces:R:3 method="wB97M-V/def2-TZVPD" total_charge=+1 homo_lumo_gap_ha=0.3035 relative_energy_kcal_mol=189.13
C 0.73533 1.25248 0.07992 -4.946 0.825 2.101
C 1.49262 0.35374 -0.76038 2.697 0.204 -1.000
C -1.52471 0.68248 0.22082 -2.257 0.891 0.278
C -0.89536 -0.68087 -0.18876 0.764 -0.111 2.806
N -0.46378 1.59448 -0.04548 5.317 0.202 -0.435
N 1.10183 -0.30958 1.19206 1.801 2.694 -0.629
N 0.66385 -0.74164 -0.04869 -0.887 -1.327 -1.757
H 1.45252 0.59639 -1.82561 -0.591 -0.695 -0.022
H 2.57500 0.23097 -0.43331 -1.595 -0.145 -0.410
H -2.35577 1.00442 -0.56246 1.384 -0.993 1.970
H -1.94590 0.77832 1.31089 0.864 -0.475 -2.065
H -1.19379 -1.42619 0.55109 -0.077 -0.137 -0.244
H -1.18093 -0.98104 -1.12764 -0.483 -0.650 -2.349
H 0.58067 -0.63630 1.93596 -1.899 -1.009 1.747
H 0.95842 -1.71765 -0.29840 -0.091 0.726 0.009